Model w:
A cluster of 4 separate species, C2H11NO4 in total, computed with ωB97M-V/def2-TZVPD.

Calculated values
HOMO energy	-9.5355	eV
HOMO-LUMO gap	4.68	eV
lowest unoccupied orbital energy	-4.85	eV

The geometry in ORCA input format:
```
! wB97M-V def2-TZVPD RIJCOSX def2/J DEFGRID3
* xyz 0 1
O 2.48778 0.60160 0.13745
C 1.85782 0.30908 -1.05331
C 0.41513 0.01249 -0.84827
N 0.35030 -1.12018 0.07856
H 1.93970 1.15710 -1.85648
H 0.10903 -0.30131 -1.91636
H 2.44391 -0.60204 -1.58244
H -0.49569 -1.03790 0.76104
H 0.39407 -1.99371 -0.39782
H -0.16189 0.86809 -0.31286
H -2.49031 -1.40004 1.55327
O -2.07454 -0.87648 0.91631
H 1.04338 0.57811 2.71984
H 1.66466 0.74356 1.19507
O 0.92123 1.02855 1.87678
H -2.32573 0.06234 -0.15884
H -3.43215 1.23117 -0.34707
O -2.64670 0.73959 -0.76488
*
```

=====

Model x:
A cluster of 4 separate species, C2H11NO4 in total, computed with ωB97M-V/def2-TZVPD.

Calculated values
SMILES	CNC=O.O.O.O
HOMO energy	-10.3595	eV
HOMO-LUMO gap	10.94	eV
lowest unoccupied orbital energy	0.58	eV

The geometry in ORCA input format:
```
! wB97M-V def2-TZVPD RIJCOSX def2/J DEFGRID3
* xyz 0 1
C 1.84548 0.10885 -0.62323
N 1.10610 -0.77704 0.27365
C 1.49797 -0.79217 1.61125
O 1.21720 -1.67654 2.37263
H 1.43324 -0.00131 -1.62653
H 2.89859 -0.12639 -0.74529
H 1.71790 1.13778 -0.29908
H 0.92699 -1.72053 -0.04091
H 2.08906 0.11474 1.81989
O -2.07064 -0.93542 -1.48848
H -2.90971 -1.12324 -1.06992
H -1.39679 -1.25216 -0.88077
O -1.23608 1.95684 -1.44279
H -1.32900 1.11828 -0.97567
H -2.14943 2.13382 -1.68992
O -1.50101 0.65905 1.45432
H -1.45719 0.43742 2.38282
H -0.68268 0.73804 0.96800
*
```

=====

Which structure wins on stability? model x wins.

=====

Model w:
The molecule C3H5O3PS, computed with ωB97M-V/def2-TZVPD.

Calculated values
SMILES	CC#CSP(=O)(O)O
HOMO energy	-9.1186	eV
HOMO-LUMO gap	9.44	eV
lowest unoccupied orbital energy	0.32	eV

The geometry in ORCA input format:
```
! wB97M-V def2-TZVPD RIJCOSX def2/J DEFGRID3
* xyz 0 1
C -1.35417 1.53706 -0.50800
C -0.76521 0.19971 -0.63123
C -0.28882 -0.94445 -0.74796
S 0.36950 -2.47390 -0.89771
P 1.95237 -2.02660 0.41717
O 3.00662 -1.11481 0.04083
O 1.22256 -1.63512 1.80395
O 2.40316 -3.49592 0.84053
H -2.34868 1.36763 -1.15781
H -1.51621 1.83564 0.48169
H -0.71690 2.29416 -0.86328
H 1.16919 -0.65717 2.08984
H 1.65265 -4.16576 0.64107
*
```

=====

Model x:
The molecule C3H5O3PS, computed with ωB97M-V/def2-TZVPD.

Calculated values
SMILES	CC#COP(O)(O)=S
HOMO energy	-9.3280	eV
HOMO-LUMO gap	9.75	eV
lowest unoccupied orbital energy	0.42	eV

The geometry in ORCA input format:
```
! wB97M-V def2-TZVPD RIJCOSX def2/J DEFGRID3
* xyz 0 1
C -3.23964 0.02719 -0.49752
C -1.77132 -0.10873 -0.38101
C -0.58250 -0.21490 -0.43415
O 0.75947 -0.39537 -0.57126
P 2.03944 0.10297 0.21980
O 3.12627 -0.90217 -0.36440
O 1.82375 -0.38755 1.73592
S 2.47663 2.05448 0.06388
H -3.80891 -0.94159 -0.10563
H -3.47831 0.76320 0.17780
H -3.60602 0.31903 -1.53887
H 3.71470 -0.14938 -0.62359
H 2.54643 -0.16719 2.31903
*
```

=====

Which structure wins on stability? model w wins.

=====

Model w:
A cluster of 2 separate species, C12H19NSi in total, computed with ωB97M-V/def2-TZVPD.

Calculated values
SMILES	C[SiH2]/N=C1/C=CC=CC1.C1=CCCC1
HOMO energy	-8.5002	eV
HOMO-LUMO gap	8.37	eV
lowest unoccupied orbital energy	-0.13	eV

The geometry in ORCA input format:
```
! wB97M-V def2-TZVPD RIJCOSX def2/J DEFGRID3
* xyz 0 1
C 2.51316 1.30466 -1.72412
Si 1.24251 2.12802 -0.59021
N -0.09029 1.10254 -0.43048
C -1.33443 1.23439 -0.21760
C -2.19264 0.09396 -0.08458
C -3.56147 0.26278 -0.25590
C -4.23450 1.58706 -0.42478
C -3.46017 2.65118 -0.32442
C -1.97487 2.60614 -0.07626
H 2.12769 0.46091 -2.26713
H 2.98695 1.93143 -2.46367
H 3.24755 0.91769 -0.97249
H 1.09775 3.54076 -1.20120
H 1.48388 2.59921 0.87476
H -1.89641 -0.96886 0.07663
H -4.23241 -0.59068 -0.14743
H -5.24756 1.49592 -0.68380
H -3.77217 3.71233 -0.66145
H -1.74693 3.09466 0.93342
H -1.38266 3.30742 -0.77687
C 2.23996 -1.44581 0.45396
C 0.94530 -1.53716 0.27451
C 0.17201 -2.36414 1.23640
C 1.33246 -3.09113 1.93806
C 2.62010 -2.17028 1.70630
H 2.96289 -0.78249 -0.08097
H 0.40790 -1.06515 -0.52236
H -0.64895 -2.97937 0.74120
H -0.32980 -1.82043 2.10412
H 1.61991 -3.96406 1.26591
H 1.28548 -3.51096 3.01441
H 2.76775 -1.49427 2.65621
H 3.59186 -2.70591 1.51358
*
```

=====

Model x:
The molecule C12H19NSi, computed with ωB97M-V/def2-TZVPD.

Calculated values
SMILES	C=C[Si@@](NC)(c1ccccc1)C(C)C
HOMO energy	-8.2093	eV
HOMO-LUMO gap	9.06	eV
lowest unoccupied orbital energy	0.85	eV

The geometry in ORCA input format:
```
! wB97M-V def2-TZVPD RIJCOSX def2/J DEFGRID3
* xyz 0 1
C 0.35482 2.97919 -0.14767
C 1.18983 1.99500 -0.31622
Si 0.80264 0.20215 0.22812
N 1.65866 -0.12062 1.65916
C 2.66236 0.96998 2.14578
C -1.14851 0.05301 0.25525
C -1.93610 0.46644 -0.79421
C -3.33852 0.50577 -0.59104
C -3.97627 -0.05838 0.42552
C -3.18508 -0.60854 1.36502
C -1.75845 -0.46321 1.32295
C 1.43574 -1.19017 -1.34239
C 0.24534 -1.31707 -2.35072
C 1.86016 -2.42160 -0.64279
H 0.53805 4.04060 -0.20765
H -0.66881 2.77488 0.10353
H 2.25018 2.27253 -0.48320
H 1.71206 -0.94521 2.15425
H 3.66377 0.82382 1.54070
H 2.19096 1.87528 1.80349
H 2.87236 0.91527 3.22303
H -1.51772 0.97267 -1.67466
H -3.90164 0.85861 -1.47661
H -5.07149 -0.07143 0.51327
H -3.69835 -0.95275 2.22181
H -1.00644 -0.70496 2.06968
H 2.31928 -0.73199 -1.77192
H -0.33873 -0.36081 -2.57741
H 0.57318 -1.74498 -3.34143
H -0.61940 -2.00491 -2.01223
H 2.83076 -2.21828 -0.17425
H 1.92110 -3.23608 -1.28358
H 1.08427 -2.55419 0.15641
*
```

=====

Which structure wins on stability? model x wins.

=====

Model w:
The molecule C3HNO2, computed with ωB97M-V/def2-TZVPD.

Calculated values
HOMO energy	-10.0047	eV
HOMO-LUMO gap	8.42	eV
lowest unoccupied orbital energy	-1.58	eV

The geometry in ORCA input format:
```
! wB97M-V def2-TZVPD RIJCOSX def2/J DEFGRID3
* xyz 0 1
O 1.46208 -1.17563 0.49402
C 0.30647 -0.59947 0.60369
C -0.32911 -0.01066 -0.56610
O -0.59591 -0.65390 -1.55652
C -0.88791 1.32656 -0.27061
N -1.28562 2.38156 -0.01180
H 1.32916 -1.38448 1.44651
*
```

=====

Model x:
The molecule C3HNO2, computed with ωB97M-V/def2-TZVPD.

Calculated values
SMILES	N#CC(=O)C=O
HOMO energy	-11.2807	eV
HOMO-LUMO gap	9.17	eV
lowest unoccupied orbital energy	-2.11	eV

The geometry in ORCA input format:
```
! wB97M-V def2-TZVPD RIJCOSX def2/J DEFGRID3
* xyz 0 1
N 2.52410 -0.50457 -0.05105
C 1.44011 -0.08051 0.13684
C 0.03259 0.32970 -0.00580
O -0.31459 1.49096 -0.04301
C -1.00381 -0.77200 -0.03350
O -2.16469 -0.43200 0.04236
H -0.64773 -1.80292 -0.22268
*
```

=====

Which structure wins on stability? model x wins.

=====

Model w:
The molecule C3HNO2, computed with ωB97M-V/def2-TZVPD.

Calculated values
HOMO energy	-10.2968	eV
HOMO-LUMO gap	8.94	eV
lowest unoccupied orbital energy	-1.36	eV

The geometry in ORCA input format:
```
! wB97M-V def2-TZVPD RIJCOSX def2/J DEFGRID3
* xyz 0 1
O -1.90766 -1.18732 -0.39977
C -1.54547 -0.10439 -0.10319
C 0.65558 -0.25507 0.44043
O -0.21122 0.33463 -0.34432
C 1.99434 0.16960 0.08773
N 3.13908 0.33260 -0.02438
H -2.12466 0.70994 0.34350
*
```

=====

Model x:
The molecule C3HNO2, computed with ωB97M-V/def2-TZVPD.

Calculated values
SMILES	N#CC(=O)C=O
HOMO energy	-11.2290	eV
HOMO-LUMO gap	9.37	eV
lowest unoccupied orbital energy	-1.86	eV

The geometry in ORCA input format:
```
! wB97M-V def2-TZVPD RIJCOSX def2/J DEFGRID3
* xyz 0 1
N 2.60320 -0.41903 0.09203
C 1.48926 -0.11440 0.02145
C 0.14826 0.49105 -0.05376
O 0.03569 1.68078 -0.20895
C -1.12158 -0.35882 0.04337
O -1.15577 -1.54761 -0.11379
H -2.00429 0.28254 0.22722
*
```

=====

Which structure wins on stability? model x wins.

=====

Model w:
The molecule C3HNO2, computed with ωB97M-V/def2-TZVPD.

Calculated values
SMILES	N#CC(=O)C=O
HOMO energy	-11.2758	eV
HOMO-LUMO gap	9.45	eV
lowest unoccupied orbital energy	-1.83	eV

The geometry in ORCA input format:
```
! wB97M-V def2-TZVPD RIJCOSX def2/J DEFGRID3
* xyz 0 1
N -0.16736 0.41698 -2.69437
C -0.08570 0.23871 -1.55355
C -0.34077 -0.15673 -0.14646
O -1.37902 -0.74197 0.02995
C 0.50758 0.05883 1.14281
O 1.59574 0.54207 1.27069
H -0.13046 -0.35788 1.95091
*
```

=====

Model x:
The molecule C3HNO2, computed with ωB97M-V/def2-TZVPD.

Calculated values
HOMO energy	-10.3251	eV
HOMO-LUMO gap	8.89	eV
lowest unoccupied orbital energy	-1.43	eV

The geometry in ORCA input format:
```
! wB97M-V def2-TZVPD RIJCOSX def2/J DEFGRID3
* xyz 0 1
O -1.75492 -1.23654 -0.45668
C -1.48229 -0.14376 -0.11031
C 0.52357 0.13646 0.44868
O -0.23737 0.45091 -0.56056
C 1.91824 0.20145 0.11978
N 3.06488 0.04579 0.02384
H -2.03211 0.54569 0.53524
*
```

=====

Which structure wins on stability? model w wins.